(1)
The following is a quantum chemistry calculation of a structure of composition C52H43N7O5RuSbSe4, from the Open Molecules 2025 dataset.

Cartesian coordinates (Å):
Ru -0.972 0.313 -0.381
C -1.510 6.038 -7.906
O -0.262 5.456 -7.556
C -0.182 4.788 -6.387
C -1.172 4.788 -5.410
C -1.003 4.023 -4.264
C 0.132 3.242 -4.083
C 1.140 3.290 -5.050
C 1.000 4.068 -6.177
C 0.160 2.300 -2.941
C 0.062 0.926 -3.222
C 0.186 0.339 -4.525
C -0.235 -0.947 -4.420
C -0.630 -1.145 -3.058
N -0.385 -0.016 -2.340
C -1.372 -2.261 -2.612
C -1.767 -2.507 -1.305
C -2.567 -3.621 -0.900
C -2.917 -3.408 0.393
C -2.323 -2.168 0.786
C -2.628 -1.478 2.013
C -3.838 -1.922 2.733
C -3.980 -3.183 3.323
C -5.198 -3.597 3.810
C -6.324 -2.774 3.671
O -7.487 -3.296 4.108
C -8.686 -2.610 3.772
C -6.191 -1.504 3.120
C -4.945 -1.082 2.678
C -2.059 -0.296 2.419
N -1.368 0.595 1.621
C -1.266 1.742 2.299
C -0.935 3.005 1.727
C -1.398 4.210 2.457
C -0.714 4.700 3.572
C -1.185 5.798 4.256
C -2.375 6.416 3.853
O -2.764 7.475 4.594
C -3.988 8.108 4.257
C -3.068 5.928 2.750
C -2.568 4.835 2.053
C -0.426 3.191 0.453
C -0.064 4.474 -0.089
C 0.250 4.275 -1.390
C 0.070 2.869 -1.655
N -0.275 2.231 -0.512
C -1.792 1.576 3.635
C -2.290 0.324 3.705
N -1.576 -1.666 -0.215
C -1.987 -3.114 -3.666
C -1.398 -4.295 -4.113
C -2.013 -5.061 -5.084
C -3.239 -4.655 -5.619
O -3.775 -5.476 -6.549
C -5.056 -5.145 -7.062
C -3.820 -3.466 -5.192
C -3.187 -2.703 -4.220
H -1.428 6.313 -8.954
H -1.706 6.932 -7.311
H -2.326 5.323 -7.779
H -2.079 5.362 -5.530
H -1.791 4.008 -3.520
H 2.057 2.733 -4.899
H 1.781 4.127 -6.921
H 0.538 0.839 -5.408
H -0.293 -1.690 -5.196
H -2.838 -4.448 -1.533
H -3.539 -4.029 1.011
H -3.120 -3.835 3.417
H -5.315 -4.559 4.288
H -9.498 -3.266 4.070
H -8.738 -2.422 2.697
H -8.766 -1.666 4.315
H -7.035 -0.839 3.016
H -4.857 -0.094 2.239
H 0.205 4.224 3.891
H -0.655 6.201 5.107
H -4.127 8.899 4.989
H -4.823 7.406 4.318
H -3.944 8.543 3.256
H -3.996 6.378 2.429
H -3.115 4.458 1.197
H -0.038 5.393 0.470
H 0.587 4.998 -2.111
H -1.778 2.329 4.403
H -2.758 -0.161 4.544
H -0.453 -4.623 -3.696
H -1.564 -5.975 -5.446
H -5.329 -5.956 -7.730
H -5.026 -4.208 -7.623
H -5.793 -5.070 -6.259
H -4.752 -3.107 -5.606
H -3.641 -1.766 -3.918
C 4.003 -2.510 0.363
N 3.015 -1.466 0.505
C 3.173 -0.293 1.329
C 1.843 0.413 1.116
O 1.541 1.462 1.619
N 1.062 -0.358 0.258
C 1.791 -1.443 -0.042
N 1.368 -2.434 -0.820
H 4.988 -2.080 0.534
H 3.999 -2.909 -0.652
H 3.848 -3.322 1.077
H 4.000 0.340 1.000
H 3.308 -0.537 2.385
H 0.418 -2.437 -1.151
H 1.926 -3.256 -0.960
Se -5.880 -1.792 -1.113
Sb -5.658 0.608 -1.803
Se -6.636 1.956 -0.156
Se -5.266 0.921 -4.081
Se -3.069 0.975 -0.894

Values from the calculation:
HOMO-LUMO gap (spin up / spin down)	5.7567 / 4.7534	eV
E_HOMO (spin up / spin down)	-9.52 / -10.01	eV
spin multiplicity	5
net charge	+1

---

(2)
The following is a quantum chemistry calculation of a structure of composition C52H45AsBrGeNSTc, from the Open Molecules 2025 dataset.

Cartesian coordinates (Å):
Tc 0.130 0.503 0.018
S 1.968 1.079 1.157
C 1.618 1.577 2.833
C 2.722 1.666 3.674
C 2.544 2.018 4.998
C 1.272 2.283 5.484
C 0.178 2.218 4.638
C 0.337 1.858 3.306
As -1.145 1.749 2.058
C -2.240 3.268 2.638
C -2.025 4.520 2.070
C -2.804 5.606 2.431
C -3.817 5.446 3.363
C -4.035 4.207 3.944
C -3.251 3.124 3.582
C -2.182 0.301 2.803
C -3.457 0.060 2.128
C -4.014 -1.147 2.120
C -3.262 -2.290 2.702
C -2.232 -1.963 3.808
C -1.676 -0.585 3.664
H 3.703 1.459 3.271
H 3.403 2.087 5.647
H 1.132 2.541 6.522
H -0.821 2.434 5.004
H -1.226 4.648 1.343
H -2.631 6.577 1.990
H -4.432 6.288 3.644
H -4.816 4.084 4.680
H -3.425 2.155 4.037
H -3.937 0.916 1.658
H -4.965 -1.336 1.646
H -3.926 -3.097 3.010
H -2.502 -2.191 4.841
H -0.770 -0.371 4.222
C -2.329 2.129 -1.126
N -1.002 1.677 -1.548
C -0.143 2.839 -1.797
C -1.131 0.892 -2.798
C -1.149 -0.606 -2.620
C -2.178 -1.351 -3.168
C -2.102 -2.732 -3.238
C -0.965 -3.381 -2.783
C 0.068 -2.658 -2.224
C -0.009 -1.267 -2.109
H -2.831 2.692 -1.921
H -2.253 2.785 -0.254
H -2.949 1.268 -0.865
H -0.587 3.514 -2.537
H 0.821 2.499 -2.180
H 0.019 3.398 -0.871
H -0.275 1.112 -3.444
H -2.034 1.198 -3.340
H -3.041 -0.846 -3.578
H -2.913 -3.289 -3.679
H -0.869 -4.448 -2.892
H 0.960 -3.156 -1.880
Br -1.478 -4.760 3.933
C -1.261 -2.968 3.128
C -2.092 -2.849 1.834
C -1.510 -1.826 0.896
C -0.286 -1.305 1.024
C 0.624 -1.866 2.023
C 0.186 -2.638 3.019
H -2.324 -3.777 1.304
H -2.179 -1.507 0.102
H 1.679 -1.642 1.930
H 0.867 -3.049 3.750
C 1.010 -0.520 -1.415
Ge 2.802 -0.557 -2.258
C 4.175 0.566 -1.391
C 3.894 1.896 -1.110
C 4.885 2.747 -0.659
C 6.174 2.272 -0.482
C 6.464 0.947 -0.757
C 5.470 0.100 -1.216
C 3.526 -2.326 -2.803
C 3.564 -3.432 -1.965
C 4.195 -4.594 -2.376
C 4.828 -4.646 -3.606
C 4.798 -3.544 -4.442
C 4.134 -2.396 -4.050
C 2.318 0.382 -3.944
C 2.872 1.607 -4.289
C 2.545 2.214 -5.490
C 1.650 1.604 -6.353
C 1.094 0.380 -6.019
C 1.431 -0.228 -4.823
H 2.883 2.262 -1.237
H 4.654 3.783 -0.459
H 6.949 2.936 -0.131
H 7.470 0.578 -0.626
H 5.700 -0.933 -1.444
H 3.106 -3.384 -0.984
H 4.206 -5.456 -1.726
H 5.350 -5.540 -3.911
H 5.302 -3.565 -5.396
H 4.087 -1.539 -4.709
H 3.575 2.080 -3.618
H 3.002 3.156 -5.754
H 1.395 2.078 -7.288
H 0.407 -0.108 -6.695
H 1.006 -1.190 -4.568

Values from the calculation:
HOMO-LUMO gap	6.4854	eV
E_HOMO	-10.28	eV
energy above the lowest of the compared OMol25 structures with the same formula, charge and spin	53.0	kcal per mole
net charge	+1

---

Max |F|? In order: 0.92 2.43 eV/Å.